[1]
The following is a DFT calculation (wB97M-V/def2-TZVPD) of one molecule with the formula C3H7NO4S.

Last column: natural (NBO) charge in e.
Cartesian coordinates (Å):
S (2.42936, -0.27465, -0.24077)  1.496
O (-3.17649, -0.66877, 0.41063)  -0.613
O (-1.17111, 1.52670, -0.37638)  -0.723
O (1.83217, -1.50504, -0.73377)  -0.961
O (2.17385, -0.19218, 1.41441)  -0.906
N (-1.00908, -0.84183, -0.40054)  -0.685
C (-0.31007, 0.49934, -0.03185)  0.283
C (1.18685, 1.02624, -0.56742)  -0.640
C (-2.31556, -1.32912, -0.10337)  0.540
H (-0.35535, -1.50761, -0.79566)  0.417
H (1.38495, 1.92031, 0.00636)  0.253
H (-2.05040, 1.30506, -0.03148)  0.500
H (-2.40451, -2.36560, -0.43667)  0.127
H (1.12930, 1.22259, -1.63254)  0.246
H (-0.17937, 0.43714, 1.05988)  0.165
H (2.61389, -0.90629, 1.88043)  0.501

Molar mass ... 153.2 g mol⁻¹
HOMO-LUMO gap ... 10.166 eV
F_max ... 3.57 eV/A
E_HOMO ... -9.81 eV

=====

[2]
The following is a DFT calculation (wB97M-V/def2-TZVPD) of one molecule with the formula C6H6O.

Last column: natural (NBO) charge in e.
Cartesian coordinates (Å):
O (1.38459, -1.11429, -1.97103)  -0.666
C (1.22490, -0.14101, 0.50927)  -0.309
C (-0.69905, -0.49013, -0.89323)  -0.271
C (0.32458, 0.56033, 1.32598)  -0.212
C (0.69502, -0.47802, -0.83433)  0.303
C (-1.51694, 0.42183, -0.30668)  -0.185
C (-1.08032, 0.88267, 0.99409)  -0.229
H (2.29881, -0.01280, 0.74974)  0.226
H (-1.76342, 1.39900, 1.66225)  0.220
H (-2.53090, 0.48567, -0.60587)  0.213
H (-1.14670, -1.39664, -1.30608)  0.224
H (2.28993, -0.98410, -1.66466)  0.473
H (0.51951, 0.86748, 2.34054)  0.214

Molar mass ... 94.1 g mol⁻¹
HOMO-LUMO gap ... 9.264 eV
F_max ... 4.35 eV/A
E_HOMO ... -8.36 eV

=====

[3]
The following is a DFT calculation (wB97M-V/def2-TZVPD) of C9H16BaN6 as an isolated structure.

Last column: natural (NBO) charge in e.
Cartesian coordinates (Å):
Ba (0.56668, 0.77112, -1.05287)  1.887
N (0.28779, 1.29581, 1.66169)  -0.939
N (0.32044, 3.58062, -0.59820)  -0.943
N (-1.11405, -3.63025, -0.91035)  -0.476
N (-1.00163, -1.43143, -0.88415)  -0.610
N (1.92960, -3.68922, -0.95104)  -0.478
N (1.90839, -1.48859, -0.88366)  -0.629
C (-0.92585, 3.50207, 1.58660)  -0.441
C (-0.95134, 3.88582, 0.11745)  -0.228
C (3.22543, -1.93990, -0.89393)  -0.078
C (-2.41641, -3.17602, -0.88504)  -0.051
C (-0.30617, -2.55628, -0.90417)  0.307
C (3.25046, -3.29112, -0.93688)  -0.050
C (-2.33227, -1.82516, -0.88177)  -0.079
C (1.16646, -2.58561, -0.91565)  0.324
C (-0.98065, 2.02620, 1.94383)  -0.228
H (0.30391, 4.08577, -1.48297)  0.388
H (-1.18582, 4.94689, 0.02903)  0.222
H (1.61848, -4.64646, -0.98695)  0.440
H (-3.25440, -3.85077, -0.88096)  0.261
H (1.08340, 4.02931, -0.09447)  0.384
H (4.06607, -1.26816, -0.86109)  0.238
H (-1.24002, 1.92360, 2.99791)  0.221
H (0.26025, 0.41128, 2.16621)  0.390
H (4.05603, -4.00408, -0.95675)  0.262
H (-3.13772, -1.11108, -0.87080)  0.236
H (-1.76468, 3.35753, -0.39240)  0.184
H (-0.84428, -4.60047, -0.92051)  0.440
H (1.05272, 1.79430, 2.11300)  0.386
H (-0.06542, 3.97157, 2.07965)  0.215
H (-1.78814, 1.53508, 1.38928)  0.184
H (-1.78727, 3.97762, 2.05995)  0.259

Molar mass ... 345.6 g mol⁻¹
HOMO-LUMO gap ... 8.791 eV
Total charge ... +2
F_max ... 0.96 eV/A
E_HOMO ... -14.83 eV